194
Properties=species:S:1:pos:R:3:forces:R:3 method="wB97M-V/def2-TZVPD" homo_lumo_gap_ev=5.233 de_lowest_kcal_mol=0.00
C 0.18751 9.01395 17.03613 0.46 -0.20 -0.69
C 1.05847 9.96450 16.17560 0.49 0.40 0.61
C 2.51314 9.41147 15.73782 -1.33 0.54 0.41
O 3.28904 10.30807 14.95815 -0.72 0.41 0.50
C 3.78437 11.41909 15.74932 0.71 -0.59 -0.90
N 0.25234 10.47617 14.95575 1.52 -1.05 0.97
H -0.43335 11.13710 15.29205 -0.63 0.48 0.24
H 0.90199 10.98462 14.37304 0.28 0.26 -0.42
H -0.19654 9.72028 14.45852 -0.31 -0.55 -0.52
H 0.10535 8.05829 16.51837 -0.45 -0.03 -0.09
H -0.77384 9.46884 17.27483 -0.10 -0.05 -0.50
H 0.54926 8.77429 18.03603 0.76 0.39 -0.26
H 1.11234 10.91163 16.71239 0.66 -0.15 0.40
H 2.34573 8.47421 15.20715 0.18 0.24 -0.37
H 3.11380 9.15670 16.61098 -0.47 0.01 0.50
H 3.00888 12.14149 16.00398 0.04 -0.13 0.10
H 4.55850 11.87887 15.13497 -0.36 0.27 -0.26
H 4.36362 11.06627 16.60260 -0.50 -0.20 0.43
C 1.35753 11.47443 10.91644 -0.89 0.16 -0.75
C 0.22220 11.07469 9.90606 -0.38 -0.03 1.57
C -1.11997 11.69925 10.36313 -1.36 -0.09 -1.56
N -2.37945 11.33722 9.45105 1.51 -0.13 -1.01
C -3.65878 11.96473 10.04036 -0.96 -1.81 -0.30
C -4.92856 11.29153 9.46483 0.18 -1.04 -0.05
C -4.73795 9.74447 9.52406 -0.02 1.92 -0.97
C -3.57233 9.26772 8.55738 -2.74 -0.45 2.18
C -2.34502 9.76311 9.25061 -0.58 0.49 0.03
C -2.19986 12.02895 8.09350 -1.10 -2.14 0.61
H 1.60324 12.52669 10.77336 0.33 -0.08 -0.08
H 2.21180 10.81791 10.75119 0.06 0.28 0.08
H 1.04157 11.40311 11.95720 -0.13 -0.29 -0.02
H 0.10837 9.99223 9.96447 0.12 -0.02 -0.13
H 0.51166 11.35523 8.89333 -0.15 0.10 0.06
H -1.14220 12.78399 10.25850 0.34 0.07 0.55
H -1.50039 11.35879 11.32618 0.63 0.13 0.27
H -3.70689 11.67640 11.09043 0.57 0.54 0.22
H -3.70570 13.03377 9.83284 0.57 -0.15 0.24
H -5.79482 11.46348 10.10369 0.18 0.69 0.29
H -5.24722 11.66895 8.49318 0.31 -0.06 -0.14
H -4.43998 9.57692 10.55907 0.34 -0.52 0.00
H -5.72522 9.28784 9.45414 0.14 -0.37 -0.69
H -3.72145 8.19900 8.71130 1.05 -0.33 -0.40
H -3.67970 9.46176 7.49018 -0.10 0.40 0.20
H -2.31397 9.32198 10.24688 0.20 0.14 0.03
H -1.50388 9.36903 8.68029 0.55 1.06 0.22
H -3.04828 11.69642 7.49540 -0.33 0.42 0.07
H -1.40299 11.46055 7.61390 0.71 1.19 0.02
H -2.28121 13.10330 8.25861 0.79 -0.04 -0.46
C -5.31792 17.32544 13.89051 1.12 0.12 -0.75
N -5.64758 15.88947 13.56563 -2.12 0.17 0.44
C -6.48936 15.61062 12.51584 0.42 0.82 0.69
C -7.04336 14.37950 12.31076 -0.26 0.46 -0.68
C -6.70083 13.34368 13.12857 0.38 -1.30 1.51
C -5.91328 13.63076 14.25297 0.24 0.40 -0.10
C -5.49334 14.93775 14.51756 0.79 -0.67 -1.40
C -7.16905 11.93562 12.88377 -0.75 0.00 -0.80
C -6.29133 10.82791 12.93305 -0.43 3.17 0.74
C -6.76481 9.64611 12.56441 -0.13 -2.21 -0.24
N -8.02954 9.43800 12.14129 -0.70 -2.04 -0.42
C -8.92766 10.42190 12.05455 1.21 1.60 0.90
C -8.50729 11.69129 12.45812 0.56 -0.11 -0.07
C -8.49239 8.05014 11.72261 1.06 -0.07 0.01
H -4.31558 17.45565 14.29852 -0.11 -0.73 0.32
H -6.02290 17.76167 14.59819 -0.16 -0.15 -0.30
H -5.18322 17.85529 12.94752 -0.80 0.09 0.03
H -6.83137 16.36276 11.82035 0.73 0.58 0.39
H -7.71325 14.33162 11.46497 0.06 -0.43 -0.08
H -5.56311 12.85748 14.92067 -0.21 -0.04 0.21
H -4.87051 15.17623 15.36704 0.02 0.11 0.18
H -5.27397 10.91048 13.28599 0.20 0.05 -0.10
H -6.04981 8.84155 12.65306 -0.46 -0.72 -0.38
H -9.93001 10.23402 11.69902 0.09 -0.27 0.01
H -9.23389 12.48931 12.41790 0.09 0.15 -0.01
H -7.79325 7.27937 12.04699 0.31 0.43 0.27
H -8.46097 7.99288 10.63457 -0.45 0.21 0.07
H -9.44247 7.75180 12.16582 -0.09 0.66 -0.19
C 0.13339 24.29674 17.04924 0.56 -0.78 0.24
N 0.29185 22.94104 17.67236 -2.16 0.93 0.57
C -0.82797 22.31249 18.08448 0.08 -0.85 0.21
C -0.78543 20.99786 18.51166 0.10 -0.52 0.17
C 0.42254 20.29211 18.55554 0.88 1.28 -0.30
C 1.57811 21.04295 18.23644 -0.29 0.92 -0.28
C 1.48596 22.39856 17.78392 0.35 -2.47 0.85
C 0.52968 18.87615 19.04571 -0.13 0.33 1.57
C 1.05742 17.83512 18.31706 -0.62 -0.51 -0.36
C 1.04489 16.53615 18.83052 0.52 1.73 -0.29
N 0.65544 16.27868 20.10441 0.36 -0.95 -2.48
C 0.16562 17.25486 20.85268 0.47 1.74 0.13
C 0.16739 18.56586 20.37124 -0.74 -0.17 -0.41
C 0.94011 14.88950 20.54266 0.38 0.48 1.24
H 1.01331 24.83675 17.39884 -0.02 0.25 -0.75
H -0.75140 24.84998 17.36419 -0.06 -0.58 0.18
H 0.05345 24.02047 15.99787 0.22 0.85 -0.27
H -1.75114 22.87198 18.11804 0.01 0.01 -0.39
H -1.68265 20.48749 18.82935 -0.44 0.15 -0.10
H 2.54353 20.58940 18.40572 0.17 0.16 -0.24
H 2.30461 23.07049 17.57245 0.27 -0.41 -0.15
H 1.37384 18.02873 17.30277 0.11 -0.36 -0.13
H 1.47794 15.79940 18.17016 -0.36 -0.69 0.54
H -0.11764 17.11240 21.88509 -0.07 -0.63 -0.09
H -0.19635 19.33577 21.03556 -0.11 0.03 0.01
H 0.27680 14.66297 21.37740 -0.08 -0.45 -0.39
H 1.95174 14.97118 20.94019 0.04 -0.37 0.10
H 0.96232 14.17699 19.71808 -0.58 0.20 0.17
C -3.71750 8.14984 15.16431 1.89 0.32 -0.45
F -5.01087 8.15789 15.00276 -1.28 0.18 -0.24
F -3.35756 9.08292 16.04575 -0.14 -0.36 -0.24
F -3.33528 6.95898 15.58073 0.07 0.25 -0.22
S -2.88553 8.64570 13.47353 0.22 1.03 -0.15
O -3.54733 7.92932 12.37060 0.68 0.41 1.95
O -3.05445 10.09780 13.33336 0.44 -1.10 0.84
N -1.20551 8.26788 13.84890 -4.20 1.91 0.14
S -0.98247 7.12523 12.83260 2.16 -2.82 -2.65
O -1.70798 5.91812 13.11660 0.35 0.19 -0.01
O -0.93480 7.60052 11.45810 0.04 -0.28 0.50
C 0.83037 6.80007 13.19842 -0.06 -0.81 0.93
F 1.31158 5.70110 12.54735 -0.63 1.76 0.63
F 1.49950 7.91458 12.86739 0.19 -0.73 -0.04
F 1.00602 6.58849 14.54463 -0.08 0.14 -1.36
C -1.55815 19.50707 15.06376 -0.64 -0.02 -2.62
F -1.45619 18.51136 14.08342 0.17 1.45 1.79
F -2.00287 18.94013 16.18478 1.24 0.51 -0.34
F -0.35388 20.13115 15.17888 -0.87 -1.14 0.56
S -2.85858 20.77414 14.51597 0.53 -2.03 -0.66
O -4.04959 19.95503 14.47644 0.63 0.67 -0.37
O -2.73219 21.77684 15.53991 0.03 -0.20 -0.33
N -2.26743 21.14881 12.91653 -1.38 -4.62 3.04
S -2.46095 22.62403 12.88164 -0.86 7.46 0.73
O -3.77810 23.20303 13.25675 1.64 -1.58 -1.64
O -1.41030 23.31225 13.63425 0.26 0.07 -1.23
C -2.16200 22.98916 11.00337 -0.85 -0.42 -0.71
F -0.95876 22.57163 10.57860 -0.10 0.65 0.67
F -3.03931 22.33999 10.19014 0.15 0.38 1.01
F -2.32968 24.31070 10.76039 0.53 -0.99 0.49
C -1.02887 14.80476 13.60636 0.37 -0.90 0.70
F -2.35627 14.75085 13.69810 0.71 0.60 0.47
F -0.71646 14.02788 12.56563 0.48 0.06 -0.17
F -0.58401 16.04723 13.40512 -0.49 -1.14 0.30
S -0.10370 13.99030 15.19412 0.89 1.83 -0.89
O 1.12857 13.37111 14.69870 -2.04 -0.43 0.25
O 0.16811 15.18108 16.02236 -0.99 -2.11 -0.87
N -1.29520 12.79252 15.71847 4.60 0.23 -3.38
S -1.97773 13.52751 16.83562 -3.98 3.18 5.57
O -1.15785 13.82249 18.03945 -1.74 -0.49 -2.31
O -2.82242 14.62766 16.26569 1.31 -2.26 1.62
C -3.21462 12.13511 17.55607 0.17 0.23 -0.90
F -3.92105 12.61089 18.54667 -0.07 0.73 0.24
F -4.15656 11.72208 16.60382 1.45 0.18 0.67
F -2.51227 11.10856 18.03724 -0.52 0.26 -1.08
C -3.79472 16.95378 17.83278 -1.31 -0.01 0.91
F -2.61396 16.87425 18.49433 -0.89 -0.07 -1.20
F -3.69180 17.06951 16.50466 0.68 0.20 0.62
F -4.51351 15.82885 18.04311 0.52 0.79 0.33
S -4.73163 18.52535 18.44088 -1.10 -0.06 1.10
O -3.70993 19.53502 18.59431 0.56 -0.65 -0.03
O -5.74504 18.85425 17.46193 0.57 -1.28 0.66
N -5.32099 17.94192 19.98121 1.36 -0.58 -3.87
S -5.63773 19.18924 20.81810 -1.72 1.72 4.07
O -6.03648 20.33739 20.06628 0.84 0.79 -0.62
O -6.52625 18.97479 21.96260 1.54 -0.93 -1.14
C -3.90986 19.51945 21.73758 -2.38 -2.24 0.19
F -4.08255 19.90176 22.99800 -0.05 0.89 -0.06
F -3.25884 18.32114 21.87031 0.23 0.47 -0.65
F -3.17639 20.35574 21.06850 1.23 1.02 -0.15
C -8.19914 16.44652 8.87275 1.02 -1.89 -0.50
F -8.17645 17.73237 8.68368 -0.03 0.19 -0.21
F -8.61490 16.17434 10.11216 -0.18 0.10 0.48
F -9.06022 15.82748 8.02025 0.93 0.80 0.64
S -6.42964 15.58793 8.62432 -0.85 -0.48 -1.85
O -6.60388 14.16686 8.98734 -0.20 1.79 -0.27
O -6.15545 15.90145 7.19284 -0.60 -0.38 3.56
N -5.46727 16.30169 9.84082 -3.22 -1.38 -1.97
S -4.05178 16.25793 9.24289 5.37 1.93 -2.73
O -3.68983 15.25738 8.20494 -0.90 0.12 2.45
O -3.55498 17.58384 8.84039 -0.72 -1.90 1.50
C -3.05121 15.78852 10.83259 -1.51 0.59 -0.90
F -1.79219 15.66327 10.48365 0.50 0.08 0.25
F -3.24453 16.80820 11.68278 0.50 -0.53 0.07
F -3.42371 14.63717 11.46867 -0.18 0.69 -0.74
C 4.05404 10.20957 20.57213 -0.17 -0.92 0.47
F 3.95722 10.04755 19.22093 -0.31 -0.47 1.34
F 4.39881 9.06188 21.23826 -1.30 0.55 -1.26
F 5.09460 10.97261 20.77039 0.44 1.47 0.13
S 2.44013 11.02880 21.29756 -0.68 -1.15 0.62
O 2.56140 11.10191 22.75014 0.25 -0.47 -2.08
O 2.34419 12.30748 20.59382 0.34 -1.31 0.21
N 1.28957 9.80507 20.78052 3.08 2.15 1.12
S 0.00385 10.63576 20.48409 -2.83 0.66 1.57
O -0.37247 11.60240 21.53998 0.51 -1.17 -1.69
O -0.08089 11.05519 19.11103 -0.31 0.17 -0.13
C -1.32231 9.22736 20.74148 1.38 1.16 0.31
F -1.10438 8.63781 21.90547 0.12 -0.25 0.18
F -2.55733 9.73392 20.79601 0.25 -0.19 -0.71
F -1.18554 8.31250 19.77294 -0.59 0.09 -0.08

11
Properties=species:S:1:pos:R:3:forces:R:3 method="wB97M-V/def2-TZVPD" homo_lumo_gap_ev="8.757 / 7.737" de_lowest_kcal_mol=152.27
C -0.35658 -1.43386 0.40206 -0.11 3.01 0.80
C 1.09750 -1.74239 0.47271 -0.93 1.14 -0.98
C -0.76462 0.00317 -0.00703 -0.19 -1.71 -0.22
O 0.42669 -2.05656 -0.59927 -0.26 -2.10 -0.70
O 3.33572 1.13950 -0.55241 -1.91 0.63 2.32
Cl 2.42165 -0.50569 0.04701 1.71 0.29 0.66
H -1.14121 -1.91351 0.96325 0.31 -1.04 -0.12
H -0.46951 0.14852 -1.03076 -0.11 -0.09 -0.68
H -0.29118 0.79537 0.49030 0.83 0.82 1.21
H -1.82437 0.12047 0.11583 -0.55 0.08 -0.15
H 3.82646 0.87368 -1.28693 1.23 -1.02 -2.14

57
Properties=species:S:1:pos:R:3:forces:R:3 method="wB97M-V/def2-TZVPD" charge=-2 homo_lumo_gap_ev="4.335 / 4.327" de_lowest_kcal_mol=19.97
Cu -2.55741 0.57695 -1.09766 -1.32 0.08 0.43
C 6.41106 2.02862 0.27512 0.11 0.19 0.03
O 6.02739 0.68548 0.23553 -0.37 -0.46 0.26
C 5.12145 0.25631 1.20870 0.17 0.05 -0.21
C 5.04825 0.77709 2.49416 0.35 0.22 -0.48
C 4.11633 0.29581 3.39060 -0.58 -0.39 0.04
C 3.21216 -0.71978 3.02935 0.64 0.54 -1.12
C 3.32188 -1.24133 1.72192 -0.14 -0.02 0.29
C 4.26194 -0.77705 0.84074 0.31 0.33 -0.14
N 2.41117 -1.29028 3.96078 -0.65 -0.59 1.33
N 1.30309 -1.89528 3.71320 0.29 -0.27 0.37
C 0.43461 -1.59526 2.73409 0.08 0.19 -0.33
C -0.46431 -2.63226 2.37886 -0.48 -0.11 -0.28
C -1.38520 -2.52949 1.37278 0.22 -0.70 0.49
C -1.51152 -1.34335 0.60248 -1.16 -0.32 -1.70
O -2.25788 -1.24065 -0.41967 1.13 -1.03 1.96
C -0.73590 -0.21509 1.05948 0.65 0.81 0.51
N -1.06760 0.95363 0.49284 -0.20 -0.28 -0.07
C -0.47146 2.05811 0.88316 0.14 0.31 0.06
C 0.44227 2.07758 1.93167 0.00 -0.16 0.06
C 0.78197 0.89078 2.54841 0.07 0.18 0.02
C 0.23303 -0.31553 2.09578 -0.29 0.08 -0.23
H 6.78127 2.27114 -0.72271 0.03 0.06 0.08
H 7.21340 2.20281 1.00332 -0.03 0.05 0.00
H 5.56815 2.68386 0.51441 -0.01 0.00 0.00
H 5.71506 1.57045 2.80690 0.05 0.05 -0.04
H 4.05812 0.70974 4.38743 0.00 -0.02 0.11
H 2.65355 -2.03440 1.42313 -0.08 -0.04 -0.05
H 4.33182 -1.18515 -0.15830 0.02 0.00 -0.07
H -0.34593 -3.57519 2.89948 -0.02 0.03 0.13
H -2.01385 -3.37163 1.11003 0.02 0.02 -0.03
H -0.76234 2.96404 0.37111 -0.08 0.10 -0.11
H 0.85253 3.01493 2.28494 0.01 0.03 -0.03
H 1.43973 0.90323 3.40463 0.04 -0.04 -0.05
F -1.80534 1.69792 -2.33738 0.99 1.07 -1.24
F -4.64583 1.97685 0.95597 0.18 0.15 0.25
C -5.30357 1.24365 0.02459 -0.13 -0.54 -0.82
C -4.60291 0.61400 -1.00185 -0.78 0.03 0.25
C -5.43191 -0.08011 -1.88490 0.05 0.62 0.83
F -4.90081 -0.72032 -2.94694 0.10 -0.25 -0.31
C -6.81531 -0.16116 -1.76526 0.10 0.04 -0.01
F -7.56718 -0.84700 -2.66589 -0.02 -0.01 0.03
C -7.45414 0.47596 -0.71277 0.17 -0.01 -0.01
F -8.80419 0.40185 -0.56529 0.22 0.02 -0.06
C -6.68272 1.19051 0.18722 0.10 0.04 0.05
F -7.29629 1.82586 1.22126 -0.06 -0.03 -0.04
Br -2.04996 -2.98856 -3.49989 -0.20 -0.24 0.01
C -0.69900 -1.66941 -3.65948 0.25 0.03 0.05
C -0.01189 -1.56955 -4.85903 0.09 0.12 -0.11
C 0.96213 -0.58547 -4.93868 -0.09 -0.04 0.15
C 1.17726 0.23869 -3.84211 0.06 -0.10 -0.10
C 0.44176 0.01359 -2.68835 0.12 0.25 -0.16
N -0.46392 -0.94452 -2.60130 -0.20 -0.40 -0.01
H -0.23139 -2.23825 -5.67790 -0.01 0.02 -0.04
H 1.54777 -0.47739 -5.84331 -0.02 0.07 -0.03
H 1.90366 1.03508 -3.87604 0.09 0.07 0.01
H 0.56696 0.60898 -1.79937 0.05 0.20 0.09

30
Properties=species:S:1:pos:R:3:forces:R:3 method="wB97M-V/def2-TZVPD" charge=-1 homo_lumo_gap_ev=7.601 de_lowest_kcal_mol=0.00 smiles="C=C1O[C@]2(C(=O)[O-])CC[C@@]3(C)C(C)(C)[C@@]123"
C 2.56361 -1.77087 0.63067 -1.72 0.54 -2.99
C 1.57920 -1.23406 -0.16787 1.39 0.47 0.04
O 1.48121 -1.17318 -1.58394 1.32 -0.64 1.76
C 0.16067 -0.54675 -1.59193 0.49 1.73 2.50
C -0.77769 -1.63618 -2.15669 0.21 -0.41 -0.63
O -0.81860 -2.66927 -1.47641 -0.29 -0.22 0.72
O -1.23676 -1.44254 -3.29933 -0.25 0.64 -0.03
C 0.19018 0.94011 -2.09251 -0.99 -0.98 -0.40
C -0.17812 1.84240 -0.91379 -2.99 -1.56 0.81
C 0.19865 1.07383 0.39414 -0.63 0.09 0.39
C 1.22795 1.63759 1.32531 -2.52 2.19 1.76
C -0.82950 -0.02771 0.90859 1.58 0.56 -1.01
C -0.93568 -0.63282 2.28980 2.65 -0.66 -0.25
C -2.19632 -0.05050 0.22901 -0.64 0.21 2.68
C 0.42015 -0.32945 0.04775 -3.22 -1.69 -3.07
H 3.32170 -2.37912 0.14593 0.02 0.10 0.30
H 2.54457 -1.60358 1.67513 -0.09 -0.02 0.78
H -0.50976 1.23647 -2.89421 0.42 -0.91 -0.06
H 1.20504 1.07548 -2.45140 0.26 0.41 0.07
H 0.30322 2.73848 -1.05917 1.38 2.30 0.27
H -1.34090 2.14978 -0.95858 2.44 -0.92 0.25
H 0.91026 2.62066 1.87395 0.00 -1.67 -0.70
H 1.99660 2.00720 0.73714 2.17 0.10 -0.96
H 1.48919 0.92349 2.09218 0.51 -0.14 0.01
H -0.33374 -0.30912 3.13352 0.55 0.65 -0.22
H -0.72592 -1.70836 2.24217 -0.11 0.05 -0.28
H -1.89640 -0.54142 2.60515 -2.95 0.31 1.04
H -2.18716 -0.24345 -0.77691 0.14 -0.61 -2.46
H -2.80595 0.85864 0.35946 0.57 0.21 0.18
H -2.81967 -0.80575 0.73284 0.30 -0.14 -0.46